A molecular structure, C5H14N2O3 in a non-equilibrium geometry. Source: the OMol25 dataset; level of theory: ωB97M-V with the def2-TZVPD basis set.

ORCA input file:
```
! RIJCOSX wB97M-V def2-TZVPD def2/J DEFGRID3
* xyz 0 1
N 2.02 -0.58 1.66
C -0.15 -0.29 0.69
H 0.34 2.12 -0.67
C 1.35 -0.46 0.36
H 1.29 -2.57 -0.05
H -0.94 0.17 -2.08
H 3.03 -0.62 1.54
H -2.58 -0.68 0.04
H -0.95 2.36 -2.01
C -1.11 -0.28 -1.10
H -0.82 -1.32 -1.23
O -0.77 -1.51 1.06
H 1.79 0.22 2.24
C -0.69 2.22 -0.97
H -2.55 2.37 -0.31
O -0.45 0.70 1.45
H 2.78 -1.78 -0.56
O -2.46 -0.14 -0.76
C 1.70 -1.67 -0.49
H -1.31 1.85 0.88
N -1.57 2.41 -0.03
H -0.91 -1.42 2.01
H 1.32 -1.57 -1.51
H 1.64 0.46 -0.18
*
```

Highest occupied orbital energy   -7.59 eV
Calculated total energy   -534.0239 Ha
Gap between HOMO and LUMO   7.620 eV
LUMO energy   0.027 eV